Entry 1:
Molecular formula: C24H33BiFN3O3S6
Method: DFT, ωB97M-V with the def2-TZVPD basis set

```
71
Properties=species:S:1:pos:R:3:forces:R:3
Bi -0.806 2.447 1.594 0.1 -0.5 -0.2
C 2.765 2.809 3.422 0.1 -0.2 0.1
C 2.557 1.303 3.620 0.0 0.1 0.1
C 1.272 1.025 4.394 0.2 0.0 0.0
C 2.701 0.608 2.280 0.0 -0.1 0.1
C 4.011 0.446 1.842 0.2 0.0 -0.1
C 4.316 -0.210 0.670 0.2 0.0 0.1
C 3.286 -0.692 -0.112 0.0 0.0 -0.1
C 1.966 -0.508 0.250 0.1 -0.1 0.0
C 0.890 -1.031 -0.675 0.0 -0.1 -0.1
C 1.113 -0.541 -2.107 -0.1 0.0 0.3
C 0.868 -2.565 -0.641 -0.1 0.2 0.1
C 1.656 0.128 1.472 0.3 -0.3 -0.1
N 0.310 0.252 1.807 -0.3 0.6 -0.2
C -0.349 -0.843 2.207 0.1 -0.3 0.1
C 0.323 -2.002 2.673 -0.1 0.1 0.1
C -0.347 -3.135 3.074 0.0 -0.2 0.1
C -1.732 -3.196 3.034 0.0 -0.2 0.1
C -2.428 -2.076 2.599 0.0 0.1 -0.1
C -1.757 -0.940 2.216 -0.1 -0.4 0.2
F -2.521 0.123 1.821 0.3 0.0 -0.1
H 2.606 3.343 4.357 -0.1 0.1 0.1
H 2.063 3.202 2.691 -0.1 0.1 0.0
H 3.775 3.017 3.068 0.1 0.0 -0.1
H 3.385 0.931 4.247 -0.1 0.0 -0.2
H 0.456 1.643 4.041 -0.1 0.0 0.2
H 1.424 1.272 5.444 0.0 0.1 0.1
H 0.977 -0.018 4.330 0.0 -0.1 0.0
H 4.816 0.840 2.449 0.1 0.0 0.1
H 5.346 -0.362 0.373 0.1 0.0 0.0
H 3.526 -1.214 -1.027 0.0 -0.1 -0.2
H -0.083 -0.655 -0.345 0.2 -0.1 0.0
H 2.004 -0.997 -2.540 0.1 0.0 -0.1
H 1.227 0.542 -2.125 0.0 0.1 -0.1
H 0.253 -0.813 -2.718 -0.1 0.0 -0.1
H 1.833 -2.963 -0.960 0.1 0.0 -0.1
H 0.095 -2.957 -1.301 -0.1 0.0 -0.1
H 0.667 -2.915 0.370 0.0 -0.1 0.0
H 1.404 -1.963 2.718 0.0 0.0 0.0
H 0.227 -3.988 3.419 0.0 0.0 0.0
H -2.259 -4.091 3.336 0.0 0.0 0.0
H -3.507 -2.085 2.532 -0.1 0.1 0.0
S 0.417 3.124 -2.908 0.4 0.2 -0.8
C -0.016 3.097 -1.312 -0.3 0.1 0.7
S -1.670 3.009 -0.828 -0.2 0.4 -0.3
S 1.137 3.153 -0.035 0.6 0.1 -0.3
C -2.979 -3.073 -2.788 -0.1 0.2 -0.1
C -3.826 -2.029 -3.516 0.0 -0.3 0.2
N -3.052 -0.960 -4.108 0.4 0.2 -0.4
C -2.449 -0.030 -3.299 -0.2 0.2 0.0
S -2.702 -0.041 -1.663 -0.2 -0.1 0.7
N -1.703 0.927 -3.868 0.0 -0.1 0.0
C -1.346 1.069 -5.255 0.1 -0.3 -0.2
C -0.175 0.162 -5.656 -0.2 0.2 0.0
H -3.620 -3.814 -2.320 -0.1 -0.2 0.1
H -2.412 -2.568 -2.011 0.0 -0.1 0.0
H -2.288 -3.575 -3.464 0.0 -0.1 -0.1
H -4.496 -1.562 -2.790 0.0 -0.1 -0.2
H -4.419 -2.492 -4.312 0.0 0.1 0.0
H -2.585 -1.179 -4.975 -0.1 0.1 0.0
H -1.252 1.589 -3.234 -0.1 -0.1 0.0
H -1.040 2.109 -5.394 -0.2 0.0 0.0
H -2.219 0.875 -5.892 0.1 0.1 0.1
H 0.702 0.439 -5.077 0.1 0.0 0.1
H 0.045 0.274 -6.718 0.1 0.0 -0.1
H -0.404 -0.883 -5.453 0.1 -0.1 0.0
O -1.260 5.652 4.411 0.0 0.2 -0.2
S -1.103 4.300 3.926 0.2 0.7 0.5
O -0.069 4.249 2.797 -0.1 0.1 0.3
O -0.763 3.340 4.957 0.1 -0.2 0.1
S -2.778 3.666 2.986 -1.0 0.3 0.1
```
Positions in Å, forces in eV/Å.

2S+1 = 1
E_LUMO = 4.17 eV
Total charge = -2
ΔE to the lowest compared entry with this formula, charge and spin = 183.5 kJ/mol
HOMO-LUMO gap = 6.2 eV
HOMO level = -0.0732 Eh

Atomic partial charges in e from the Löwdin method, atoms 1 to 6: 1.330 -0.059 -0.358 -0.070 -0.148 -0.067

=====

Entry 2:
Molecular formula: C24H33Cl2NO5
Method: DFT, ωB97M-V with the def2-TZVPD basis set

```
65
Properties=species:S:1:pos:R:3:forces:R:3
O -5.524 -1.855 -0.115 -0.4 0.1 0.1
C -4.392 -2.563 -0.595 0.3 -0.3 -0.2
C -3.076 -1.994 -0.119 -0.3 0.0 0.0
C -1.993 -1.927 -0.981 0.1 0.0 0.2
C -0.760 -1.449 -0.564 0.1 0.1 -0.2
C 0.397 -1.392 -1.537 -0.1 -0.5 -0.1
O 1.182 -0.239 -1.366 0.3 0.3 0.0
C 1.313 -2.631 -1.383 -0.2 0.3 -0.2
N 2.056 -2.485 -0.143 -0.1 -0.2 0.1
C 3.460 -2.848 -0.186 0.3 -0.1 0.1
C 4.166 -2.466 1.121 -0.2 0.1 -0.1
C 3.756 -1.093 1.661 0.2 -0.1 -0.2
C 4.051 0.070 0.713 -0.3 0.0 0.3
C 3.262 1.318 1.106 0.1 0.2 -0.4
C 3.147 2.332 -0.029 0.0 -0.1 0.1
O 2.186 3.294 0.359 0.0 -0.1 0.2
C 1.749 4.159 -0.663 -0.3 0.0 -0.3
C 0.735 3.544 -1.645 0.4 0.1 0.2
O -0.545 3.357 -1.096 -0.3 0.2 0.2
C -0.619 2.267 -0.187 0.2 -0.2 0.1
C -2.065 1.923 0.033 0.1 0.2 -0.1
C -2.852 1.488 -1.032 -0.2 0.1 0.5
Cl -2.138 1.263 -2.576 0.1 -0.1 -0.5
C -4.204 1.217 -0.885 0.0 0.1 0.0
C -4.796 1.361 0.358 0.1 0.1 0.0
C -4.037 1.755 1.444 0.1 0.0 0.0
C -2.690 2.035 1.273 -0.3 -0.1 -0.4
Cl -1.792 2.526 2.658 0.2 0.1 0.4
C -0.622 -1.032 0.754 -0.1 -0.1 -0.1
C -1.691 -1.078 1.624 -0.3 -0.1 0.1
C -2.929 -1.552 1.200 0.3 0.0 -0.2
O -3.950 -1.565 2.089 -0.1 -0.2 0.2
H -5.478 -0.951 -0.449 0.1 0.0 0.1
H -4.403 -2.603 -1.691 0.0 -0.1 0.1
H -4.517 -3.585 -0.218 0.0 0.1 -0.1
H -2.117 -2.255 -2.003 0.0 0.0 -0.2
H 0.003 -1.355 -2.559 0.0 -0.1 0.1
H 1.766 -0.444 -0.616 0.0 -0.1 0.0
H 0.713 -3.548 -1.433 0.1 0.0 0.0
H 2.018 -2.634 -2.219 0.0 0.0 0.0
H 1.587 -2.963 0.617 0.0 0.1 0.0
H 3.912 -2.305 -1.021 0.0 -0.1 0.0
H 3.619 -3.924 -0.373 0.0 0.2 -0.1
H 5.243 -2.497 0.951 0.1 -0.1 0.0
H 3.929 -3.212 1.884 0.1 -0.1 0.0
H 4.266 -0.925 2.611 0.0 0.0 0.1
H 2.685 -1.119 1.867 0.0 0.1 0.1
H 5.121 0.287 0.710 0.1 0.0 -0.1
H 3.777 -0.211 -0.304 0.0 0.0 -0.2
H 2.242 1.039 1.378 -0.1 0.0 0.0
H 3.707 1.799 1.978 0.0 0.0 0.1
H 4.112 2.825 -0.226 -0.1 -0.1 0.0
H 2.831 1.819 -0.946 0.0 0.0 0.0
H 2.608 4.540 -1.235 0.0 0.0 0.0
H 1.268 4.993 -0.145 0.0 0.0 -0.1
H 0.592 4.243 -2.474 0.1 -0.1 0.0
H 1.115 2.592 -2.041 0.0 0.1 0.0
H -0.134 2.530 0.758 -0.1 -0.1 -0.2
H -0.102 1.399 -0.621 -0.1 0.1 0.1
H -4.777 0.915 -1.749 -0.1 0.0 -0.1
H -5.851 1.171 0.487 -0.1 0.0 0.0
H -4.482 1.849 2.421 0.0 0.0 0.1
H 0.325 -0.653 1.106 0.1 0.1 0.0
H -1.594 -0.747 2.645 0.0 0.1 0.2
H -4.769 -1.808 1.621 0.1 0.2 0.0
```
Positions in Å, forces in eV/Å.

2S+1 = 1
E_LUMO = 0.66 eV
Total charge = 0
Structure (SMILES) = OCc1cc([C@@H](O)CNCCCCCCOCCOCc2c(Cl)cccc2Cl)ccc1O
ΔE to the lowest compared entry with this formula, charge and spin = 9.6 kJ/mol
HOMO-LUMO gap = 9.0 eV
HOMO level = -0.3056 Eh

Atomic partial charges in e from the Löwdin method, atoms 1 to 6: -0.068 -0.178 -0.142 -0.002 -0.191 -0.330

=====

Entry 3:
Molecular formula: C24H33Cl4F15O10
Method: DFT, ωB97M-V with the def2-TZVPD basis set

```
86
Properties=species:S:1:pos:R:3:forces:R:3
C -0.894 0.017 -3.727 -0.4 -0.2 -0.2
C -2.133 0.878 -3.601 -0.3 -0.6 0.4
O -1.920 2.270 -3.890 -0.3 0.4 -0.8
C -1.159 2.974 -3.095 0.0 -0.4 0.7
O -0.617 2.570 -2.107 0.2 0.0 0.4
C -1.007 4.454 -3.482 0.1 -0.4 0.1
F 0.294 4.715 -3.584 0.3 0.2 -0.2
F -1.615 4.758 -4.612 -0.1 0.2 -0.5
F -1.502 5.222 -2.521 -0.2 0.2 0.4
H -1.211 -1.014 -3.564 0.0 -0.1 -0.1
H -0.120 0.212 -2.992 0.0 0.3 -0.2
H -0.542 0.108 -4.755 0.4 -0.1 0.1
H -2.627 0.756 -2.634 0.3 0.3 0.2
H -2.873 0.567 -4.334 0.1 0.1 -0.1
C -0.455 1.462 4.619 0.1 0.1 1.0
C -1.359 2.159 3.631 0.7 -0.9 -0.1
O -0.521 2.798 2.637 0.2 0.4 -0.4
C -0.681 4.097 2.416 -0.4 -0.1 0.4
O -1.481 4.807 2.952 0.2 0.2 -0.2
C 0.363 4.637 1.400 -0.3 0.0 0.3
F 1.435 5.057 2.106 -0.1 -0.2 -0.4
F 0.738 3.687 0.532 0.2 0.5 0.2
F -0.131 5.678 0.727 0.2 -0.4 0.1
H 0.003 2.160 5.326 -0.2 0.1 -0.1
H 0.376 0.891 4.208 -0.3 -0.1 -0.5
H -1.090 0.791 5.206 0.2 0.0 0.0
H -2.020 2.854 4.137 -0.1 0.2 -0.3
H -1.912 1.389 3.091 -0.3 0.3 -0.1
C 3.598 2.769 4.053 0.4 1.1 -0.4
C 4.011 2.009 2.795 -0.7 0.1 1.1
O 5.078 1.113 3.099 0.0 -2.0 0.2
C 6.317 1.503 3.234 -0.3 1.7 -0.3
O 6.697 2.635 3.096 0.2 -0.1 0.1
C 7.317 0.391 3.565 0.3 0.3 -0.1
F 8.226 0.337 2.587 -0.1 -0.3 -0.3
F 7.995 0.699 4.672 -0.2 0.0 0.4
F 6.741 -0.789 3.715 0.0 -0.4 0.0
H 3.408 2.130 4.912 0.2 -0.3 -0.2
H 2.678 3.326 3.862 0.0 -0.1 -0.1
H 4.359 3.509 4.309 0.0 -0.1 0.2
H 4.312 2.596 1.928 -0.3 0.3 0.2
H 3.145 1.377 2.606 0.4 -0.2 -0.7
C 3.386 1.920 -1.621 0.1 -0.7 0.6
C 4.254 0.863 -0.954 0.7 0.4 0.8
O 3.767 -0.437 -1.290 -1.1 -0.7 -0.4
C 4.532 -1.433 -1.703 1.1 1.7 0.2
O 5.709 -1.357 -1.907 0.0 -0.4 -0.2
C 3.763 -2.733 -1.806 0.0 -0.9 0.3
F 2.453 -2.549 -1.868 -0.3 -0.1 0.0
F 4.146 -3.461 -2.850 0.0 0.2 -0.4
F 4.057 -3.463 -0.713 -0.3 0.1 0.1
H 2.401 1.827 -1.163 -0.2 0.1 -0.4
H 3.374 1.725 -2.691 -0.2 0.3 -0.1
H 3.744 2.923 -1.399 0.2 0.0 -0.1
H 4.154 0.881 0.133 -0.1 0.3 0.0
H 5.324 0.978 -1.132 -0.1 -0.3 -0.5
C -4.651 -8.174 -4.538 0.3 0.5 -0.7
C -4.596 -7.284 -3.306 -0.1 -0.4 -0.5
O -3.845 -6.132 -3.740 0.3 0.5 -0.7
C -3.610 -5.220 -2.825 0.3 0.1 0.2
O -3.983 -5.258 -1.698 -0.4 0.1 0.9
C -2.692 -4.068 -3.308 -0.1 -1.0 -1.3
F -1.940 -4.519 -4.330 0.2 0.2 0.1
F -3.404 -3.043 -3.788 -0.2 0.3 0.2
F -1.899 -3.649 -2.354 0.0 0.1 0.3
H -3.636 -8.323 -4.913 0.0 -0.3 0.2
H -5.135 -7.629 -5.352 -0.2 0.0 0.2
H -5.162 -9.130 -4.460 0.0 0.0 0.5
H -4.038 -7.709 -2.472 -0.3 -0.2 0.1
H -5.589 -6.943 -3.013 0.1 -0.1 0.3
Cl -5.319 1.683 3.763 0.1 -0.3 0.1
C -6.218 0.241 3.195 0.1 -0.2 0.1
C -5.539 -1.088 3.476 -0.3 0.6 0.7
Cl -4.102 -1.262 2.480 0.4 -0.3 -0.3
H -6.310 0.364 2.120 -0.4 0.0 0.0
H -7.172 0.255 3.717 -0.1 0.1 -0.2
H -6.239 -1.902 3.294 0.1 0.0 -0.3
H -5.251 -1.162 4.524 0.1 0.1 -0.1
Cl -0.856 -2.043 -0.175 -0.3 0.1 -0.1
C -1.192 -0.371 0.327 0.8 0.5 0.3
C 0.056 0.494 0.132 -0.8 -0.5 -0.1
Cl 1.398 0.048 1.225 -0.3 0.2 -0.1
H -1.526 -0.412 1.361 0.1 0.1 0.1
H -1.966 0.125 -0.258 -0.2 -0.5 -0.2
H -0.249 1.529 0.248 0.4 0.1 0.3
H 0.380 0.337 -0.892 0.3 0.1 0.1
```
Positions in Å, forces in eV/Å.

2S+1 = 1
E_LUMO = 0.35 eV
Total charge = 0
Structure (SMILES) = CCOC(=O)C(F)(F)F.CCOC(=O)C(F)(F)F.CCOC(=O)C(F)(F)F.CCOC(=O)C(F)(F)F.CCOC(=O)C(F)(F)F.ClCCCl.ClCCCl
ΔE to the lowest compared entry with this formula, charge and spin = 63.0 kJ/mol
HOMO-LUMO gap = 11.2 eV
HOMO level = -0.3971 Eh

Atomic partial charges in e from the Löwdin method, atoms 1 to 6: -0.041 -0.180 0.057 -0.395 0.150 -0.576

=====

Entry 4:
Molecular formula: C24H33N6O6P2
Method: DFT, ωB97M-V with the def2-TZVPD basis set

```
71
Properties=species:S:1:pos:R:3:forces:R:3
N -2.857 -4.513 4.541 -0.3 1.0 -1.7
P -2.943 -3.996 3.058 -1.0 -3.3 2.8
O -1.841 -4.814 2.114 -1.2 1.9 -0.1
O -4.485 -4.392 2.478 2.6 1.6 -0.4
C -2.680 -2.112 2.929 -1.3 -1.2 -0.1
C -2.247 -1.437 4.286 -0.1 1.1 1.1
O -0.967 -0.810 4.311 -0.5 0.1 -0.7
C -0.644 -0.116 3.110 0.9 -1.1 0.2
C -0.506 -1.224 1.987 1.9 2.9 -0.8
P 0.800 -2.509 2.336 1.0 -2.8 2.5
O 0.380 -3.321 3.543 0.3 1.3 -2.4
O 0.981 -3.482 0.980 -0.4 2.1 1.4
O 2.286 -1.800 2.586 -2.8 -0.8 -1.3
N -1.863 -1.770 1.716 0.3 0.2 -0.8
H -3.753 -4.917 4.829 0.4 0.1 0.1
H -1.260 -5.319 2.714 -0.1 0.2 0.2
H -4.714 -3.851 1.705 -0.3 -0.4 0.0
H -3.717 -1.728 2.711 1.0 -0.4 0.2
H -3.006 -0.639 4.532 0.5 -0.7 -0.5
H -2.272 -2.133 5.163 0.1 0.1 -1.2
H -1.343 0.716 2.841 0.3 -0.7 0.1
H 0.361 0.349 3.272 -0.9 -0.4 -0.2
H -0.170 -0.670 1.060 -0.3 -0.7 0.6
H 0.178 -4.002 0.813 0.2 -0.2 0.3
H 2.871 -2.534 2.845 0.0 0.2 0.1
H -1.754 -2.553 1.052 -0.3 0.0 0.5
H -2.370 -1.051 1.181 0.3 -0.1 0.2
N -1.061 3.087 3.627 -0.1 0.4 -0.1
C -2.137 3.676 4.166 0.2 -0.3 -0.1
C -2.386 5.036 4.099 0.1 0.0 0.0
C -1.468 5.840 3.440 0.0 0.1 0.0
C -0.345 5.256 2.876 0.0 0.0 0.1
C -0.190 3.885 2.994 -0.2 -0.3 0.1
H -2.825 3.008 4.674 0.0 0.1 0.0
H -3.274 5.457 4.551 0.0 0.0 0.0
H -1.625 6.909 3.367 0.0 0.0 0.0
H 0.392 5.852 2.355 -0.1 0.0 0.0
H 0.671 3.383 2.565 0.0 0.1 0.0
N 1.889 -0.649 -0.793 0.0 0.0 -0.1
C 2.839 0.203 -1.200 -0.2 -0.1 0.3
C 3.552 0.050 -2.377 0.0 -0.1 0.0
C 3.271 -1.047 -3.178 0.0 0.0 0.0
C 2.293 -1.943 -2.774 0.1 0.0 -0.1
C 1.636 -1.696 -1.582 -0.1 0.2 0.1
H 3.024 1.041 -0.539 0.1 0.0 -0.1
H 4.308 0.770 -2.660 0.0 0.0 0.0
H 3.809 -1.202 -4.106 0.0 0.0 0.0
H 2.046 -2.811 -3.371 -0.1 0.0 0.0
H 0.860 -2.362 -1.223 0.0 -0.1 -0.1
N -0.447 7.267 0.140 0.3 -0.1 -0.4
C 0.514 8.103 -0.273 -0.3 -0.1 0.3
C 1.234 7.934 -1.445 0.0 -0.1 -0.1
C 0.948 6.834 -2.237 0.1 0.0 -0.1
C -0.042 5.952 -1.831 0.1 0.1 0.0
C -0.706 6.214 -0.643 -0.1 0.2 0.3
H 0.705 8.947 0.381 0.0 0.0 -0.1
H 1.999 8.644 -1.729 0.0 0.0 0.0
H 1.489 6.665 -3.160 0.0 0.0 0.0
H -0.293 5.082 -2.423 0.0 0.0 0.0
H -1.490 5.555 -0.286 0.0 0.0 0.0
N 0.887 -3.963 -5.911 0.2 -0.3 -0.2
C 0.255 -4.938 -6.575 0.0 0.3 0.2
C 0.883 -5.806 -7.453 0.1 0.0 0.0
C 2.245 -5.656 -7.661 0.0 -0.1 -0.1
C 2.922 -4.652 -6.987 0.0 0.0 0.0
C 2.201 -3.840 -6.128 -0.4 0.0 0.1
H -0.810 -5.014 -6.382 0.0 -0.1 -0.1
H 0.321 -6.578 -7.961 0.0 0.0 0.0
H 2.773 -6.314 -8.341 0.0 0.0 0.0
H 3.985 -4.504 -7.124 0.0 0.0 0.0
H 2.687 -3.042 -5.576 0.1 0.0 -0.1
```
Positions in Å, forces in eV/Å.

2S+1 = 1
E_LUMO = -3.59 eV
Total charge = +1
ΔE to the lowest compared entry with this formula, charge and spin = 107.3 kJ/mol
HOMO-LUMO gap = 7.9 eV
HOMO level = -0.4225 Eh

Atomic partial charges in e from the Löwdin method, atoms 1 to 6: -0.152 0.643 -0.190 -0.159 -0.221 -0.154

=====

Q: What is the formula in the third record?
A: C24H33Cl4F15O10

=====

Q: The lowest HOMO-LUMO gap belongs to which entry?
A: C24H33BiFN3O3S6

=====

Q: What is the HOMO level in the fourth record?
A: -0.4225 Eh

=====

Q: HOMO-LUMO gap of number 3 (C24H33Cl4F15O10)?
A: 11.2 eV